(1)
Here is C49H58P2PdSi4Te as an isolated structure from the Open Molecules 2025 dataset. Energies are from ωB97M-V/def2-TZVPD.

```
115
Properties=species:S:1:pos:R:3
Pd -0.2742 0.4525 -0.1534
C 7.0160 0.0587 -0.9203
C 6.2701 -1.0719 -1.2195
C 4.9062 -1.1035 -0.9563
C 4.2726 0.0031 -0.3960
C 5.0293 1.1442 -0.1155
C 6.3927 1.1694 -0.3661
P 2.4922 0.1187 0.0071
C 1.8923 -1.3613 -0.8798
C 1.8139 -2.6368 -0.3200
C 1.4203 -3.7205 -1.0918
C 1.1031 -3.5460 -2.4324
C 1.1747 -2.2816 -2.9983
C 1.5595 -1.1940 -2.2256
C 2.3958 -0.3694 1.7467
C 3.4928 -0.8246 2.4321
C 3.4394 -1.0808 3.8153
C 2.2812 -0.8535 4.4927
C 1.1224 -0.3720 3.8322
C -0.0427 -0.1066 4.5866
C -1.1531 0.3807 3.9659
C -1.1497 0.5855 2.5747
C -0.0499 0.3315 1.7930
C 1.1517 -0.1316 2.4274
H 8.0790 0.0796 -1.1266
H 6.7510 -1.9372 -1.6590
H 4.3403 -1.9950 -1.1956
H 4.5357 2.0217 0.2915
H 6.9633 2.0617 -0.1406
H 2.0642 -2.7781 0.7251
H 1.3640 -4.7075 -0.6482
H 0.7949 -4.3929 -3.0332
H 0.9263 -2.1374 -4.0433
H 1.6089 -0.2044 -2.6677
H 4.4235 -0.9734 1.8992
H 4.3190 -1.4439 4.3311
H 2.2230 -1.0236 5.5618
H -0.0269 -0.2882 5.6546
H -2.0524 0.6029 4.5270
H -2.0627 0.9456 2.1266
C -6.5672 0.7779 0.8147
C -5.4637 1.5883 1.0365
C -4.2103 1.1873 0.5990
C -4.0495 -0.0151 -0.0835
C -5.1598 -0.8336 -0.2859
C -6.4115 -0.4350 0.1595
P -2.3884 -0.4717 -0.6547
C -2.0644 0.5196 -2.1570
C -2.2665 1.9033 -2.1514
C -1.9306 2.6681 -3.2531
C -1.3472 2.0805 -4.3649
C -1.1081 0.7122 -4.3734
C -1.4682 -0.0629 -3.2807
C -2.5062 -2.1784 -1.2470
C -1.7896 -3.1346 -0.5323
C -1.8485 -4.4743 -0.8966
C -2.6139 -4.8623 -1.9838
C -3.3273 -3.9131 -2.7084
C -3.2809 -2.5796 -2.3384
H -7.5452 1.0870 1.1605
H -5.5717 2.5278 1.5623
H -3.3564 1.8153 0.7953
H -5.0511 -1.7879 -0.7829
H -7.2671 -1.0780 -0.0032
H -2.6913 2.3993 -1.2890
H -2.0952 3.7378 -3.2255
H -1.0678 2.6916 -5.2142
H -0.6442 0.2398 -5.2306
H -1.2645 -1.1242 -3.2969
H -1.1702 -2.8261 0.3019
H -1.2865 -5.2088 -0.3337
H -2.6562 -5.9049 -2.2733
H -3.9226 -4.2148 -3.5612
H -3.8394 -1.8442 -2.9053
C -2.8423 4.4518 1.7809
Si -2.2145 5.6584 0.4759
C -3.3050 5.4801 -1.0602
C -2.4846 7.4024 1.1366
Si 0.0617 5.2966 0.0927
Te 0.9968 2.9481 -0.2256
Si 0.8790 6.6477 -1.6557
C 0.2886 6.0056 -3.3267
C 0.3369 8.4468 -1.4954
C 2.7594 6.6066 -1.6620
Si 1.1848 5.9259 2.0670
C 1.1136 7.7773 2.4484
C 3.0139 5.4801 1.9788
C 0.4382 4.9669 3.5092
H -3.9336 4.3874 1.7417
H -2.5567 4.7733 2.7847
H -2.4205 3.4580 1.6320
H -4.2273 6.0417 -0.8826
H -3.5866 4.4398 -1.2540
H -2.8476 5.8840 -1.9656
H -3.5579 7.5756 1.2680
H -2.0994 8.1639 0.4532
H -2.0002 7.5476 2.1044
H -0.7948 6.0933 -3.4386
H 0.5677 4.9570 -3.4493
H 0.7536 6.5837 -4.1315
H -0.7503 8.5474 -1.5608
H 0.7773 9.0477 -2.2972
H 0.6504 8.8758 -0.5404
H 3.1505 5.5864 -1.6471
H 3.1649 7.1384 -0.7979
H 3.1310 7.1020 -2.5646
H 1.5482 8.3605 1.6317
H 1.6972 7.9873 3.3505
H 0.0992 8.1454 2.6109
H 3.5314 5.9835 1.1602
H 3.1544 4.4029 1.8616
H 3.4815 5.7905 2.9191
H -0.5852 5.2859 3.7239
H 1.0357 5.1239 4.4126
H 0.4222 3.8952 3.2924
```

Orbital gap (spin up / spin down), eV: 5.94 / 5.94
Energy above the lowest of the compared OMol25 structures with the same formula, charge and spin, eV: 1.2982
F_max, eV/A: 1.23

(2)
Here is a 11-piece molecular cluster, C49H59F40N3O11 overall from the Open Molecules 2025 dataset. Energies are from ωB97M-V/def2-TZVPD.

```
162
Properties=species:S:1:pos:R:3
C 0.1875 -6.7251 8.6811
C 1.5308 -7.3812 9.1614
C 1.5778 -8.9395 8.8984
F 0.7120 -9.6071 9.6570
F 1.2460 -9.2647 7.6582
F 2.6317 -6.8724 8.5046
F 1.6894 -7.1102 10.4740
O 0.2647 -5.3284 8.9772
C -0.4025 -4.4061 8.1253
C 0.0064 -2.9798 8.4925
F 1.3525 -2.9176 8.6518
F -0.4473 -2.0730 7.6144
F -0.0259 -4.7254 6.8805
F -1.6911 -4.6687 8.3338
H -0.6548 -7.1554 9.2228
H 0.0960 -6.9044 7.6098
H 2.5782 -9.2389 9.2107
H -0.4138 -2.7154 9.4629
C 0.4152 1.6100 10.9288
C 1.6217 1.6839 9.9840
C 2.9456 1.4515 10.6996
F 4.0355 1.7280 9.9158
F 3.1385 2.1085 11.8600
F 1.5247 0.7515 9.0357
F 1.5529 2.8131 9.3158
O 0.5745 0.4365 11.7900
C 0.2941 0.6785 13.1450
C 0.6507 -0.6610 13.8394
F 1.8874 -1.1402 13.5599
F 0.4096 -0.5544 15.1542
F 1.0495 1.6860 13.6222
F -1.0114 0.8949 13.2872
H -0.5055 1.3830 10.3913
H 0.2274 2.5466 11.4537
H 3.0774 0.4116 10.9985
H -0.0068 -1.4975 13.6027
C 0.3885 -1.6040 1.2740
C 0.0466 -0.9112 -0.0656
C 1.3735 -0.6043 -0.8014
F 2.3023 -1.5678 -0.8205
F 1.2436 -0.1748 -2.0590
F -0.6964 -1.6834 -0.8451
F -0.6467 0.2387 0.0530
O -0.8048 -1.7612 2.0550
C -0.6942 -2.7458 3.0408
C -2.0256 -2.6045 3.8327
F -2.1684 -3.5699 4.7185
F -2.1801 -1.4702 4.5350
F -0.5160 -3.9285 2.4678
F 0.3869 -2.4528 3.8623
H 1.1407 -0.9772 1.7530
H 0.8902 -2.5612 1.1321
H 1.8860 0.2346 -0.3305
H -2.9034 -2.6527 3.1882
C -7.5148 1.8843 9.8829
C -8.3412 1.8227 11.2089
C -9.6084 0.9252 11.2387
F -10.4010 1.1490 12.3224
F -10.3776 1.1917 10.1685
F -7.5679 1.3191 12.1339
F -8.7694 3.0791 11.5279
O -6.3487 2.7167 10.0788
C -6.1054 3.8376 9.2124
C -5.0110 4.7366 9.8343
F -4.8916 6.0054 9.2706
F -4.9744 4.8655 11.1587
F -5.9030 3.3659 7.9924
F -7.2045 4.5417 9.2023
H -8.1229 2.1695 9.0244
H -7.2049 0.8841 9.5800
H -9.4339 -0.1423 11.1040
H -4.0533 4.2989 9.5524
C -5.5335 5.1927 4.6353
C -5.7481 6.3348 5.6357
C -7.2508 6.3683 6.0193
F -7.8430 7.2943 6.8722
F -8.0571 6.2433 4.9782
F -4.9155 6.1715 6.6355
F -5.3673 7.4970 5.0669
O -5.7857 3.8781 5.1544
C -6.4348 2.9922 4.2722
C -6.3800 1.5586 4.8741
F -6.8551 0.6220 4.0584
F -5.1446 1.1849 5.3365
F -7.6772 3.3426 4.0670
F -5.7854 3.0652 3.1371
H -4.5114 5.2485 4.2607
H -6.1465 5.4822 3.7818
H -7.4401 5.3785 6.4347
H -6.9938 1.5044 5.7732
O 2.6418 8.3695 8.5667
C 2.2781 7.4042 7.8655
O 1.9478 6.2144 8.4344
C 1.3327 5.2954 7.5213
C 1.4970 5.9658 6.1436
C 1.9038 7.3895 6.3882
H 0.2862 5.0412 7.6896
H 1.9680 4.4098 7.5065
H 0.6768 5.8052 5.4439
H 2.2871 5.4013 5.6483
H 0.9450 7.8970 6.2827
H 2.6600 7.7100 5.6716
O -3.3186 2.0152 10.2724
C -3.6066 1.0914 11.0654
O -3.1434 -0.1661 10.9253
C -3.4108 -0.9312 12.0552
C -4.6934 -0.2239 12.5930
C -4.3979 1.2213 12.3614
H -2.5889 -1.0180 12.7659
H -3.5567 -1.9868 11.8262
H -4.8364 -0.3212 13.6692
H -5.6127 -0.5186 12.0871
H -3.7322 1.6245 13.1245
H -5.2627 1.8843 12.3361
O 2.4209 2.5531 5.3267
C 2.7508 1.3986 5.5404
O 3.5441 1.0634 6.6336
C 3.8793 -0.3383 6.5926
C 2.7445 -0.9102 5.7497
C 2.5056 0.1750 4.6756
H 3.8303 -0.7778 7.5889
H 4.8506 -0.5420 6.1419
H 1.8145 -1.1530 6.2635
H 3.0295 -1.8416 5.2605
H 1.5569 0.2290 4.1416
H 3.2551 0.1805 3.8842
C -4.0857 -1.5327 7.7610
C -4.9657 -2.6890 8.3483
C -6.1846 -3.0088 7.4815
C -7.1660 -1.9424 7.3393
N -7.9555 -1.0782 7.2005
H -4.6781 -0.6603 7.4853
H -3.6274 -1.9206 6.8513
H -3.2393 -1.2282 8.3766
H -5.2598 -2.4029 9.3581
H -4.3365 -3.5764 8.4168
H -6.7534 -3.8309 7.9158
H -5.9615 -3.2351 6.4388
C -1.4962 3.4476 2.0202
C -0.2718 4.4448 1.9993
C 0.9222 3.9327 2.7743
C 1.4856 2.6907 2.2442
N 1.9761 1.7438 1.8066
H -1.9081 3.2463 3.0091
H -1.2651 2.4843 1.5654
H -2.2857 3.8652 1.3953
H -0.5860 5.3662 2.4894
H -0.0179 4.6828 0.9663
H 0.5978 3.7543 3.7995
H 1.7504 4.6315 2.8923
C -0.8832 1.1445 5.3214
C -1.0358 1.2598 6.8209
C -1.9660 2.4414 7.2497
C -1.8008 3.5826 6.3317
N -1.7341 4.4478 5.5840
H -1.8518 1.1030 4.8231
H -0.4676 0.1604 5.1046
H -0.1995 1.8493 4.8482
H -0.1035 1.4462 7.3540
H -1.4326 0.2804 7.0883
H -1.8424 2.7128 8.2981
H -3.0014 2.1083 7.1785
```

Orbital gap, eV: 9.55
Energy above the lowest of the compared OMol25 structures with the same formula, charge and spin, eV: 3.9707
F_max, eV/A: 4.24

(3)
Here is C49H59HfN4PS2SiTe as an isolated structure from the Open Molecules 2025 dataset. Energies are from ωB97M-V/def2-TZVPD.

```
118
Properties=species:S:1:pos:R:3
Hf 0.4988 0.6572 -0.0260
N -0.5792 4.6596 1.3411
C -0.0981 4.3015 2.5973
C 0.2729 5.0468 3.7145
C 0.6696 4.3318 4.8269
C 0.6692 2.9249 4.8343
C 0.3142 2.1990 3.7160
C -0.0404 2.9149 2.5749
N -0.4330 2.4592 1.3098
C -0.7522 3.5302 0.6339
C -1.2499 3.4615 -0.7379
C -1.8468 4.4369 -1.4385
S -2.1615 3.8932 -3.0179
C -1.4906 2.3761 -2.6307
N -1.0592 2.2737 -1.4196
H -0.6735 5.5937 0.9807
H 0.2516 6.1306 3.7115
H 0.9761 4.8656 5.7179
H 0.9405 2.3990 5.7425
H 0.2840 1.1161 3.7218
H -2.1188 5.4328 -1.1137
H -1.3822 1.5957 -3.3756
C -0.5082 -0.6580 1.5249
Si 0.7270 -1.6481 2.4522
C 2.3252 -0.6563 2.6264
N 2.6893 0.2166 1.4619
C 3.5856 -0.5280 0.4904
C 5.0723 -0.1996 0.6387
C 5.4755 -0.0708 2.1042
C 4.6862 1.0830 2.7501
C 3.4149 1.4130 1.9568
C 0.2047 -1.9945 4.2421
C 0.6007 -1.2310 5.3483
C 0.1846 -1.5458 6.6406
C -0.6448 -2.6376 6.8567
C -1.0596 -3.4078 5.7750
C -0.6427 -3.0855 4.4903
C 1.0595 -3.3447 1.7539
C 0.1992 -3.9237 0.8161
C 0.3251 -5.2625 0.4572
C 1.3347 -6.0388 1.0141
C 2.2261 -5.4686 1.9177
C 2.0786 -4.1370 2.2906
H -1.1794 -0.1358 2.2196
H -1.1272 -1.3446 0.9368
H 3.1591 -1.3243 2.8782
H 2.2035 -0.0044 3.4968
H 3.2826 -0.3030 -0.5163
H 3.4151 -1.5961 0.6351
H 5.3045 0.7319 0.1135
H 5.6452 -0.9916 0.1512
H 6.5491 0.1047 2.1899
H 5.2647 -1.0124 2.6182
H 5.2968 1.9883 2.7741
H 4.4389 0.8382 3.7858
H 3.6685 2.0211 1.0996
H 2.7352 1.9959 2.5746
H 1.2586 -0.3749 5.2194
H 0.5180 -0.9434 7.4778
H -0.9595 -2.8923 7.8618
H -1.6989 -4.2678 5.9364
H -0.9714 -3.7030 3.6560
H -0.5726 -3.3140 0.3476
H -0.3709 -5.7032 -0.2500
H 1.4331 -7.0833 0.7399
H 3.0256 -6.0641 2.3442
H 2.7634 -3.7152 3.0235
S 1.0149 -1.0781 -1.4913
Te 2.0902 2.9257 -0.9990
C 3.6398 2.3517 -2.3298
C 4.6300 3.2892 -2.6268
C 5.6607 2.9724 -3.5066
C 5.7196 1.7143 -4.0935
C 4.7324 0.7788 -3.8021
C 3.6911 1.0958 -2.9308
H 4.5986 4.2702 -2.1634
H 6.4187 3.7140 -3.7342
H 6.5234 1.4681 -4.7776
H 4.7591 -0.2054 -4.2569
H 2.9233 0.3602 -2.7254
C -3.9946 -2.5431 0.5727
C -3.9626 -2.7980 -0.9428
C -3.5503 -4.2604 -1.1582
C -5.3697 -2.5648 -1.4915
P -2.5760 -1.6598 -1.6157
C -3.5193 -0.0719 -1.5610
C -3.3694 0.6599 -0.3789
C -4.0523 1.8536 -0.1680
C -4.8858 2.3602 -1.1575
C -5.0342 1.6577 -2.3483
C -4.3626 0.4562 -2.5439
C -2.3023 -2.0959 -3.4417
C -3.4703 -2.4983 -4.3466
C -1.6047 -0.8675 -4.0575
C -1.2726 -3.2422 -3.4292
H -4.6934 -3.2426 1.0467
H -4.3306 -1.5302 0.8040
H -3.0088 -2.6920 1.0248
H -4.1546 -4.9099 -0.5139
H -2.4978 -4.4175 -0.9008
H -3.7068 -4.5795 -2.1893
H -6.0592 -3.2775 -1.0197
H -5.4312 -2.7100 -2.5704
H -5.7286 -1.5616 -1.2596
H -2.7136 0.2795 0.4006
H -3.9235 2.3926 0.7656
H -5.4206 3.2910 -1.0025
H -5.6786 2.0457 -3.1294
H -4.5091 -0.0743 -3.4748
H -4.2339 -1.7260 -4.4363
H -3.9516 -3.4213 -4.0220
H -3.0701 -2.6725 -5.3523
H -2.3346 -0.0789 -4.2799
H -1.1164 -1.1558 -4.9974
H -0.8286 -0.4852 -3.3936
H -1.6994 -4.1804 -3.0733
H -0.4193 -2.9901 -2.7975
H -0.9031 -3.4046 -4.4493
```

Orbital gap, eV: 6.32
Energy above the lowest of the compared OMol25 structures with the same formula, charge and spin, eV: 0.0000
F_max, eV/A: 1.99

Molecular weight across the listed records, respectively: 1055.31, 1625.94, 1133.32 u.